## 1
The following is a DFT calculation (ωB97M-V with the def2-TZVPD basis set) of a 11-piece molecular cluster, BF4H20O10 overall.

The geometry in XYZ format:
```
35
Properties=species:S:1:pos:R:3
B -0.33 0.18 0.20
F -1.43 0.10 -0.70
F -0.66 -0.58 1.28
F 0.89 -0.27 -0.35
F -0.03 1.46 0.51
O 1.77 -1.26 2.54
H 2.52 -0.66 2.54
H 1.12 -0.83 1.98
O 2.61 3.14 1.21
H 2.67 4.06 0.95
H 2.34 2.69 0.41
O -0.49 2.49 2.79
H -0.31 2.35 1.86
H -0.45 1.61 3.18
O -0.57 -1.80 -3.19
H -1.16 -2.05 -2.47
H -0.89 -2.29 -3.94
O 1.72 -0.47 -3.04
H 0.92 -1.00 -3.02
H 1.54 0.25 -2.44
O -0.13 -3.84 2.99
H 0.44 -4.23 2.33
H -0.74 -3.31 2.49
O -0.57 -3.10 -0.50
H -0.30 -2.18 -0.58
H -1.15 -3.12 0.26
O 1.78 1.93 -1.93
H 1.14 1.68 -1.26
H 1.34 2.63 -2.42
O -3.39 -0.22 2.12
H -2.63 -0.51 2.61
H -3.06 -0.02 1.24
O -1.69 2.11 -2.77
H -1.29 2.02 -1.90
H -1.52 3.02 -3.02
```

Calculated values
highest occupied orbital energy	-6.87	eV
net charge	-1

Atomic partial charges in e from the Mulliken method, atoms 1 to 4: 1.089 -0.480 -0.542 -0.402

=====

## 2
The following is a DFT calculation (ωB97M-V with the def2-TZVPD basis set) of a 11-piece molecular cluster, BF4H20O10 overall.

The geometry in XYZ format:
```
35
Properties=species:S:1:pos:R:3
B 0.21 -0.09 -0.68
F 0.29 -1.24 0.12
F 1.31 0.74 -0.44
F 0.11 -0.38 -2.04
F -0.99 0.60 -0.36
O -2.38 -2.30 -1.01
H -2.45 -2.88 -0.25
H -1.69 -1.67 -0.76
O -0.89 2.28 -2.65
H -1.56 2.52 -2.01
H -0.34 1.62 -2.19
O 1.06 2.85 2.31
H 1.23 1.90 2.28
H 0.11 2.93 2.19
O 0.70 -4.24 1.98
H -0.13 -4.66 2.23
H 0.43 -3.48 1.45
O 1.14 -0.08 2.72
H 0.68 -0.44 1.94
H 0.76 -0.57 3.46
O -3.84 2.68 -0.34
H -3.14 2.50 0.29
H -4.10 1.82 -0.67
O -1.82 1.16 2.08
H -2.72 0.83 2.07
H -1.48 0.99 1.17
O 0.51 -3.25 -1.68
H 0.36 -2.30 -1.76
H 1.37 -3.32 -1.26
O 3.87 0.95 0.39
H 2.92 1.00 0.21
H 4.05 1.71 0.95
O 2.20 0.44 -3.59
H 1.62 0.15 -2.87
H 2.62 1.24 -3.27
```

Calculated values
highest occupied orbital energy	-8.14	eV
net charge	-1

Atomic partial charges in e from the Mulliken method, atoms 1 to 4: 0.411 -0.294 -0.213 -0.461

=====

In order of decreasing stability: 2, 1.